The following is a quantum chemistry calculation of a cluster of 2 separate species, C4H15N3O in total in a non-equilibrium geometry, from the OMol25 dataset.

Structure (ORCA input):
```
! wB97M-V def2-TZVPD RIJCOSX def2/J DEFGRID3
* xyz 2 1
C 1.098 0.076 -1.804
C -0.382 -0.327 -1.664
C -1.145 0.618 -0.728
N -1.053 0.818 2.888
C -1.392 0.982 1.633
N -0.670 0.484 0.662
N 1.667 -0.533 -3.059
H 1.650 -0.292 -0.952
H 1.210 1.148 -1.796
H -0.863 -0.469 -2.630
H -0.367 -1.269 -1.119
H -1.052 1.665 -1.026
H -2.195 0.357 -0.807
H -1.563 1.194 3.672
H -0.286 0.199 3.133
H -2.253 1.628 1.545
H -0.030 -0.250 0.945
H 1.613 -1.552 -3.035
H 2.643 -0.285 -3.250
H 1.061 -0.216 -3.814
H 1.834 -1.293 2.805
H 0.764 -2.323 2.417
O 1.107 -1.447 2.182
*
```

Lowest unoccupied orbital energy   -6.37 eV